# 1
17
Properties=species:S:1:pos:R:3:forces:R:3 method="wB97M-V/def2-TZVPD" total_charge=+1 fmax_ev_per_a=5.790 e_lumo_ev=-3.4 homo_lumo_gap_ev=11.52
C -0.2023 -0.5098 1.9439 -1.515 -1.137 -1.299
C 1.0234 -0.4576 1.0436 1.000 -1.995 -1.888
C -0.8209 0.5735 0.9430 -0.939 -2.217 1.218
C 0.1886 -0.0310 -1.9630 3.263 4.737 0.658
N 0.3195 0.5289 0.0542 2.846 -0.243 1.271
O -0.1232 -1.2255 -2.0914 -0.625 -2.804 -0.003
O -0.6640 0.8655 -2.4233 -0.770 0.417 0.507
H -0.8304 -1.4429 1.8208 1.117 0.750 0.506
H 0.0015 -0.3291 3.0139 -0.523 0.426 -0.702
H 2.0169 -0.2132 1.5283 -1.246 0.399 -0.869
H 1.1948 -1.3910 0.4141 -0.038 0.867 1.108
H -1.6037 0.2054 0.2672 -0.854 0.336 1.232
H -1.0047 1.4116 1.5644 -0.452 1.540 -0.525
H 1.3279 0.2927 -1.9809 -2.428 -1.372 -0.136
H 0.8523 1.3739 0.1551 0.306 0.814 -0.639
H -1.0762 -1.4274 -2.2442 0.495 0.452 0.055
H -0.5994 1.7761 -2.0456 0.363 -0.971 -0.496

=====

# 2
18
Properties=species:S:1:pos:R:3:forces:R:3 method="wB97M-V/def2-TZVPD" fmax_ev_per_a=4.649 spin_multiplicity=3 e_lumo_ev="0.8 / -1.9" homo_lumo_gap_ev="7.23 / 7.76"
C 0.4625 -1.5198 -0.8525 0.582 -0.153 0.062
C -0.5645 -0.3925 -0.7251 0.793 -0.192 2.047
C 1.5232 -1.5857 0.3606 -1.346 -0.251 -1.449
C -0.6740 2.4754 1.5574 -0.221 -0.178 -0.154
N -0.0462 0.9351 -0.9387 -0.852 0.070 -1.424
O 1.7306 2.6161 -0.0576 -1.358 -0.064 -0.126
O 1.2012 -0.8468 1.4803 0.539 -1.512 -0.731
P 0.5341 1.7670 0.3054 3.227 1.280 3.092
H -0.2389 -2.4330 -0.8562 1.607 0.861 -0.203
H 1.0677 -1.3936 -1.8456 -1.298 -0.538 1.617
H -1.2310 -0.5853 -1.5055 -1.792 -0.256 -0.764
H -1.0337 -0.4201 0.3418 0.509 -0.083 -2.076
H 1.6699 -2.6852 0.4702 -0.016 0.458 1.034
H 2.5317 -1.3136 0.0087 -0.067 0.481 0.209
H -1.1277 1.4972 2.0338 0.503 2.363 -0.783
H -0.0959 3.1248 2.3220 -0.816 -1.407 -1.319
H -1.3785 3.1481 0.9877 0.183 -0.838 0.921
H 0.4461 1.1070 -1.8096 -0.174 -0.039 0.045

=====

# 3
18
Properties=species:S:1:pos:R:3:forces:R:3 method="wB97M-V/def2-TZVPD" total_charge=-1 fmax_ev_per_a=2.451 e_lumo_ev=0.3 homo_lumo_gap_ev=4.62
C -0.4706 0.1292 0.3533 2.447 0.080 -0.127
N -0.5814 1.4700 0.3632 -1.009 -0.817 0.758
C -0.3660 2.1319 -1.0750 1.291 1.547 -0.537
O 0.8134 2.6291 -1.2631 -0.405 -0.083 -0.081
C 0.9178 -0.3492 -0.0534 0.620 1.697 -0.801
C 0.6952 -1.7527 -0.5183 -0.194 -0.713 0.423
S -0.2214 -1.7275 -2.0340 -0.754 0.752 0.251
H -1.1204 -0.3865 -0.4652 -0.605 -0.951 -0.543
H -0.6316 -0.4708 1.3310 -0.916 -0.676 0.983
H -1.1885 2.8873 -0.9996 -0.114 -0.091 0.010
H -0.6241 1.3454 -1.8062 -0.335 -0.397 0.283
H 1.6449 -0.2178 0.7386 -0.222 -0.357 0.727
H 1.3171 0.3828 -0.7856 -0.165 -0.734 -0.390
H 0.0251 -2.2219 0.2218 0.660 -0.202 -0.017
H 1.5978 -2.3573 -0.6109 0.098 0.033 -0.044
H -1.4327 1.7339 0.8504 -0.117 0.420 -0.264
H -0.0880 -1.5882 3.3473 -0.072 0.374 -0.036
O -0.2865 -1.6374 2.4057 -0.207 0.118 -0.596

=====

# 4
18
Properties=species:S:1:pos:R:3:forces:R:3 method="wB97M-V/def2-TZVPD" total_charge=-1 fmax_ev_per_a=6.215 e_lumo_ev=3.6 homo_lumo_gap_ev=7.62
O -2.4515 0.9610 2.0478 -1.955 0.885 2.435
C -1.7712 0.8055 1.0561 -0.132 -0.113 0.268
O -1.9745 1.3412 -0.0614 0.844 -0.081 -0.753
C -0.7025 -0.2461 1.3038 -0.599 -1.519 -2.267
C 0.1841 -0.3513 0.0702 0.581 -0.210 1.160
C 1.6773 -0.9012 0.5569 -3.059 5.073 -0.689
N 2.3249 -1.3597 -0.5594 3.926 -4.596 -1.446
H -1.2427 -1.1959 1.6480 0.236 0.749 -1.445
H -0.0855 -0.2655 2.1400 1.061 1.694 1.918
H 0.2095 0.6660 -0.4525 0.571 -1.115 1.126
H -0.4260 -0.8815 -0.6693 0.891 -0.907 -0.164
H 2.1771 0.1223 0.8167 -0.778 -1.609 0.386
H 1.7406 -1.5439 1.4348 -0.414 -0.149 -0.276
H 1.9963 -1.2879 -1.4906 -1.095 0.797 -0.358
H 2.5517 -2.3775 -0.4786 -0.062 1.296 -0.081
H -1.8664 2.0357 -1.8133 -0.046 -0.275 -0.987
H -0.6387 2.3317 -2.7460 -4.057 -0.715 -0.370
O -1.7024 2.1471 -2.8032 4.088 0.798 1.541

=====

# 5
18
Properties=species:S:1:pos:R:3:forces:R:3 method="wB97M-V/def2-TZVPD" total_charge=-1 fmax_ev_per_a=1.533 e_lumo_ev=3.9 homo_lumo_gap_ev=7.22
C -1.1211 -0.6984 -1.9611 0.425 0.046 -0.362
C 0.3496 -0.4345 -1.7181 0.447 0.670 -0.163
N 0.9753 -0.8920 -0.6105 -0.586 0.058 -0.140
C 0.3376 -1.2055 0.6739 0.753 1.042 0.121
C 0.4976 -0.0327 1.7159 1.028 -1.084 0.346
O -0.6120 0.6392 1.9632 0.119 0.724 -0.307
O 0.9707 0.1897 -2.5856 -0.153 -0.397 0.195
H -1.5123 0.2274 -2.3594 -0.153 0.210 -0.076
H -1.7313 -1.0019 -1.1250 0.024 -0.254 0.137
H -1.1272 -1.4170 -2.7840 -0.310 -0.145 0.159
H 1.9006 -0.4974 -0.5308 0.097 -0.015 -0.029
H -0.7171 -1.3627 0.4873 0.005 -0.393 0.395
H 0.8868 -2.0317 1.0980 -0.254 -0.847 -0.022
H 1.0011 -0.4886 2.6288 -0.643 -0.325 0.081
H 1.4669 0.4596 1.3566 -0.643 0.751 -0.361
H -0.6510 2.4966 0.6066 -0.205 0.369 0.143
H -0.3266 2.7650 1.9641 -0.292 0.056 0.007
O -0.5878 3.2849 1.1800 0.343 -0.467 -0.123

=====

# 6
18
Properties=species:S:1:pos:R:3:forces:R:3 method="wB97M-V/def2-TZVPD" total_charge=-1 fmax_ev_per_a=1.811 e_lumo_ev=3.6 homo_lumo_gap_ev=7.80
C 0.4000 -0.3733 0.6779 -0.265 -0.920 -1.280
N -0.3464 -1.6197 0.5604 0.638 1.022 -0.636
C -0.5695 -2.2631 -0.7068 -0.057 0.112 -0.053
O -1.1786 -3.3457 -0.6484 -0.055 -0.131 0.144
O -0.1406 -1.6609 -1.7328 -0.028 0.076 0.609
C -0.3291 0.6731 1.5001 -0.869 -0.761 -0.153
C -0.0154 2.1041 1.1136 1.296 0.788 0.900
H 0.4399 -0.0028 -0.3471 0.021 0.004 -0.097
H 1.4559 -0.5979 0.9037 -0.108 0.498 0.623
H -0.6846 -2.0384 1.3954 -0.221 -0.549 0.206
H -1.3848 0.4833 1.2596 0.123 0.062 0.084
H -0.2659 0.4183 2.5618 0.293 0.505 0.144
H -0.6762 2.5431 0.3733 -0.191 -0.206 -0.098
H 0.0116 2.7735 1.9869 -0.384 -0.081 -0.123
H 1.0096 2.2105 0.7297 -0.165 -0.245 -0.154
H 0.1566 0.2364 -2.7227 -0.648 -0.927 1.063
H 1.4992 0.0491 -3.3778 -0.323 -0.143 0.080
O 0.6183 0.4103 -3.5269 0.944 0.897 -1.259

=====

# 7
18
Properties=species:S:1:pos:R:3:forces:R:3 method="wB97M-V/def2-TZVPD" total_charge=-1 fmax_ev_per_a=2.824 e_lumo_ev=3.7 homo_lumo_gap_ev=7.96
O -2.1558 0.7270 0.3866 -0.765 -0.287 0.684
C -1.5831 -0.3652 0.2704 2.062 -0.531 -1.855
O -1.9634 -1.5576 0.2205 -0.934 0.287 0.685
C -0.0426 -0.2342 -0.1264 0.940 0.883 0.624
C 0.8532 -0.4300 1.1501 -1.501 0.315 0.305
C 2.1561 0.3736 1.1720 0.685 -2.394 -0.670
N 0.1161 1.0493 -0.7945 0.109 0.120 -0.690
H 0.3633 -0.9726 -0.8310 -0.853 -0.243 0.010
H 0.8186 -1.5063 1.3799 1.117 0.030 -0.548
H 0.2682 -0.1334 2.0124 -0.290 0.814 0.329
H 2.8274 0.0337 0.3670 -0.446 0.466 -0.637
H 1.9593 1.4377 1.0782 0.302 -0.034 0.471
H 2.8080 -0.0117 1.9656 -0.432 0.980 0.773
H 1.0470 1.3907 -0.9431 0.279 -0.084 0.102
H -0.5170 1.7818 -0.5298 -0.271 -0.163 0.506
H -2.0529 0.1513 -2.5160 0.317 0.530 0.096
H -2.5036 -1.0021 -1.6656 0.061 -0.232 -0.146
O -2.3989 -0.7321 -2.5964 -0.380 -0.457 -0.041

=====

# 8
18
Properties=species:S:1:pos:R:3:forces:R:3 method="wB97M-V/def2-TZVPD" total_charge=-2 fmax_ev_per_a=1.440 spin_multiplicity=2 e_lumo_ev="6.4 / 5.1" homo_lumo_gap_ev="5.94 / 4.57"
C -0.1637 0.7232 -0.0522 -0.788 -0.301 0.901
C 2.8155 -0.3154 0.4169 1.371 0.366 0.247
C 2.2319 -0.4809 1.6494 0.312 -0.898 -0.434
O 2.5603 0.0896 2.7287 -0.027 -0.129 0.394
N -1.5970 0.7526 -0.3735 0.569 0.119 -0.688
C -2.4645 -0.0780 0.3880 0.201 0.419 0.248
O -2.2814 -0.2329 1.6683 -0.120 -0.089 0.389
H 0.2359 1.7062 0.2041 -0.016 0.067 -0.295
H -0.0603 0.1503 0.8703 0.089 -0.011 -0.039
H 3.8090 0.1328 0.4974 -0.165 0.516 -0.393
H 2.5210 -0.6573 -0.5630 -0.349 -0.454 0.213
H 1.5012 -1.3273 1.6768 -0.546 0.481 0.223
H -1.7246 0.5469 -1.3751 0.232 0.158 -0.283
H -3.5036 0.2372 0.1372 -0.114 -0.312 -0.185
H -2.3096 -1.0955 -0.0773 -0.245 -0.184 -0.141
H 0.4152 0.2369 -0.8260 -0.091 0.204 -0.295
H -0.7504 -0.2868 -3.8950 -0.192 0.113 0.428
O -1.2348 -0.1018 -3.0749 -0.120 -0.068 -0.291

=====

# 9
18
Properties=species:S:1:pos:R:3:forces:R:3 method="wB97M-V/def2-TZVPD" fmax_ev_per_a=3.738 spin_multiplicity=2 e_lumo_ev="-0.9 / -3.3" homo_lumo_gap_ev="9.44 / 7.05"
C 0.4533 -1.3770 -3.0776 -0.731 0.129 0.104
C 0.8748 -0.9164 -1.6752 -0.415 -0.331 -1.315
N -0.2489 -1.1307 -0.7789 1.351 0.542 0.549
C 0.3979 -0.6084 0.7971 1.311 -2.624 -0.840
C 0.0603 0.4718 2.0345 -0.913 2.608 2.517
O -0.4492 1.5193 1.6834 -0.121 -0.256 -0.982
O 0.4757 0.0563 3.0908 0.292 -1.095 -0.893
H 1.2284 -1.1867 -3.8175 0.128 -0.102 0.123
H -0.4332 -0.8164 -3.3820 0.080 0.074 -0.045
H 0.1513 -2.4253 -3.0939 0.288 -0.018 0.039
H 1.7623 -1.4828 -1.3828 -0.020 0.036 0.468
H 1.1598 0.1376 -1.7605 -0.056 0.100 0.472
H -0.5229 -0.2428 0.1948 -0.257 0.231 0.313
H 1.4366 -0.3484 0.6312 -0.186 0.389 -0.549
H 0.3831 -1.6181 1.2068 -0.658 0.227 0.200
H -1.3749 2.1750 -0.2340 0.102 -0.101 0.203
H -1.1101 0.9346 -1.0754 -0.065 -0.069 -0.157
O -1.5504 1.7832 -1.0980 -0.129 0.262 -0.207

=====

# 10
18
Properties=species:S:1:pos:R:3:forces:R:3 method="wB97M-V/def2-TZVPD" total_charge=+1 fmax_ev_per_a=2.141 e_lumo_ev=-3.6 smiles="[NH3+][C@H](CO)CC(=O)O" homo_lumo_gap_ev=11.01
N -0.5766 -0.2486 1.2698 0.650 -0.317 -0.353
C 0.2873 -0.3607 0.0099 -0.679 -1.255 0.676
C 1.7766 -0.4981 0.4475 0.074 0.196 -0.100
O 1.8729 -0.7184 1.8366 -0.216 0.009 0.584
C -0.0433 0.6745 -1.0005 -0.010 1.063 -1.859
C -1.3859 0.5923 -1.7760 -0.316 -0.794 1.071
O -1.5632 0.7682 -2.9304 0.409 0.457 -0.402
O -2.3849 0.2139 -0.9271 0.748 0.108 1.176
H -0.8114 0.7103 1.5215 -0.412 -0.038 -0.243
H 0.0192 -0.6128 2.0260 0.159 -0.163 0.136
H -1.3866 -0.8548 1.1571 -0.367 0.502 0.103
H 0.0127 -1.3442 -0.3824 -0.118 0.142 -0.009
H 2.3567 0.3535 0.0947 0.074 0.043 0.144
H 2.1604 -1.4135 -0.0012 0.092 0.226 -0.244
H 2.1810 0.0348 2.3568 0.211 0.027 -0.392
H 0.6918 0.6291 -1.8108 0.131 -0.136 0.171
H 0.0630 1.7009 -0.6333 -0.118 -0.048 0.246
H -3.2697 0.3736 -1.2581 -0.310 -0.024 -0.704

=====

# 11
17
Properties=species:S:1:pos:R:3:forces:R:3 method="wB97M-V/def2-TZVPD" fmax_ev_per_a=4.289 e_lumo_ev=0.8 smiles="CPC(=O)N(C)C" homo_lumo_gap_ev=9.29
C 0.9894 2.2472 -0.5177 -0.230 -3.897 -0.555
P 0.4793 1.7128 1.1686 -1.397 2.111 0.677
C -0.9584 0.5730 0.5706 2.143 3.130 1.066
O -2.0432 1.0691 0.4791 -2.014 -0.025 -0.310
N -0.6071 -0.6442 0.2896 -1.147 -1.947 -0.063
C -1.6141 -1.5740 -0.0938 -0.686 0.844 1.479
C 0.6738 -1.1702 0.3562 1.603 -0.745 -3.907
H 1.5794 3.1080 -0.6810 0.661 0.732 0.129
H 0.0985 2.2033 -1.1246 -0.278 0.690 -0.358
H 1.4986 1.2602 -0.8436 -0.006 1.845 0.001
H -0.4921 2.8614 1.3504 1.073 -1.407 0.090
H -2.5188 -1.3172 0.3959 -0.919 0.157 0.650
H -1.8357 -1.5149 -1.0886 -0.331 0.025 -2.956
H -1.3441 -2.5428 0.1688 0.578 -1.735 0.445
H 0.8899 -1.6565 -0.7010 -0.127 0.711 1.964
H 1.3677 -0.3796 0.4408 1.047 0.559 0.354
H 0.8441 -1.9083 1.0791 0.032 -1.050 1.294

=====

# 12
17
Properties=species:S:1:pos:R:3:forces:R:3 method="wB97M-V/def2-TZVPD" fmax_ev_per_a=5.631 e_lumo_ev="0.0 / -0.4" homo_lumo_gap_ev="8.86 / 6.87"
C -2.6931 -0.7185 0.3320 -3.410 4.352 1.069
C 1.5924 -1.3608 -0.6248 -0.979 1.644 1.803
C -0.0409 1.2203 1.4704 -0.865 1.017 -2.450
C 1.4870 0.0734 -1.1885 -1.787 -0.215 -2.662
N -1.5901 -1.0461 0.0240 4.524 -0.924 -1.563
O -0.1753 2.3482 -1.1596 -0.227 1.441 -0.560
P 0.1162 1.1266 -0.4265 -0.173 -3.483 1.747
H -3.5353 -1.3698 0.4439 -0.572 -0.751 0.230
H -2.9420 0.4277 0.4959 0.018 -1.752 -0.207
H 1.6054 -2.2697 -1.2228 -0.447 0.591 -0.571
H 2.4795 -1.3540 -0.0722 1.508 -0.420 1.101
H 0.7699 -1.3440 0.1329 0.604 -1.035 -0.684
H -0.0952 0.2967 1.9304 0.737 -2.326 0.563
H 0.7007 1.8517 1.9173 -0.051 0.670 0.334
H -1.1182 1.4695 1.5761 0.755 0.963 -0.013
H 1.0943 -0.0863 -2.2566 0.155 0.759 1.314
H 2.3446 0.7353 -1.3720 0.209 -0.534 0.551